Entry 1:
Below is 13 unconnected molecules or ions with the total composition C83H183N9O13 at a distorted geometry, with properties calculated with the ωB97M-V functional and the def2-TZVPD basis.

Output
max |F|	4.7	eV/Å
E_HOMO	-0.28962	Eh
HOMO-LUMO gap	0.29863	hartree

Each line ends with the Mulliken charge.
Geometry (Å):
H1 0.26320 -1.77337 6.55643  0.281
H2 -3.98172 3.65424 5.02055  0.304
H3 1.84408 0.44149 6.46267  0.362
H4 -2.69195 -4.95938 6.71613  0.340
H5 -1.26082 -0.78714 -0.16074  0.571
N1 -4.93650 5.18592 -2.51874  0.336
H6 6.94525 3.58420 -0.07572  0.403
O1 3.68257 -2.52745 8.04367  -0.476
H7 -8.09453 6.28177 -2.69836  0.526
H8 -3.36013 5.53691 -3.35634  0.370
H9 -7.84536 -2.13108 -1.72253  0.420
H10 4.70548 1.47740 -7.49833  0.407
H11 -4.90810 4.27418 2.35446  0.254
H12 4.88083 2.51427 -1.43457  0.040
H13 5.54636 0.58548 5.40071  0.340
C1 -2.34628 0.26848 -6.74179  -1.686
H14 0.09859 -1.39027 0.82732  -0.081
H15 -2.39367 3.44329 3.06706  0.313
H16 0.13896 -5.00631 -1.92062  0.298
C2 1.15360 -5.35666 -2.10995  -2.307
H17 -3.23255 -3.02130 -5.97618  0.415
H18 -4.66671 -4.93695 4.54776  0.407
H19 -5.55798 3.24016 -5.07989  0.364
C3 -4.67735 3.52394 4.19156  -0.687
H20 -4.45173 -6.98819 5.42189  0.332
H21 -0.65767 4.56888 1.02413  0.503
H22 1.66039 -2.24887 -5.46263  0.642
H23 -2.67664 6.57128 0.00586  0.323
N2 -1.05426 1.89205 0.95721  0.181
C4 5.23799 1.65543 -0.86630  -0.750
H24 6.75392 -2.02949 5.82305  0.498
C5 3.62375 -3.18225 1.44276  -0.191
H25 4.44592 -6.29901 0.56694  0.536
C6 5.67344 4.06846 -4.35082  0.238
C7 4.84472 4.07062 -8.16130  -1.871
H26 1.41021 4.72183 -3.53695  0.345
H27 -9.67984 -1.49875 0.23416  0.363
C8 7.42899 2.63448 0.15259  -1.373
H28 -3.36093 0.50432 -7.06270  0.623
H29 -7.61295 -0.46775 -1.69548  0.444
H30 3.72550 -4.96368 -2.84456  0.512
H31 6.22391 4.79655 -3.75503  0.703
H32 1.31152 -1.38419 8.00042  0.517
H33 0.10397 -2.97279 -7.30424  0.336
C9 -7.50725 4.15946 -3.19517  -0.910
H34 -6.29597 -1.43397 -2.27721  0.301
C10 -2.34618 -1.74005 -8.17980  -2.024
H35 -4.36487 -5.10434 6.77852  0.459
H36 -1.68560 4.31144 -0.33258  -0.176
C11 2.25404 -0.22420 5.70314  -1.307
C12 -5.73015 6.65565 -4.39858  -1.574
H37 2.58636 -3.65781 5.54971  0.587
C13 -3.48208 -6.86189 5.90348  -1.231
H38 4.20586 3.53042 -8.85996  0.367
H39 1.82253 -0.60823 -6.03115  0.377
O2 6.86219 -0.93706 -0.89262  -0.300
H40 -5.60977 -3.19431 1.13532  0.099
H41 2.48905 1.76794 2.17304  0.418
H42 2.56856 -6.44589 2.20759  0.467
N3 7.26338 0.15515 -0.19148  0.027
H43 -3.97808 2.55691 -4.61762  -0.122
C14 6.96064 -0.16449 1.25592  1.250
H44 -4.84810 7.24719 -4.64390  0.376
O3 1.37383 6.97319 1.80040  -0.413
H45 -2.87991 2.23120 1.00090  -0.114
C15 5.66778 -2.12110 5.82014  -1.454
H46 -9.88963 -0.28825 2.13509  0.511
H47 6.24386 2.59847 1.99874  0.184
H48 7.55351 0.86789 3.13394  0.390
H49 4.69702 -0.62878 0.94995  -0.009
C16 4.65491 0.27502 5.94572  -2.030
H50 -3.95948 -5.15731 2.14673  0.664
H51 -0.80395 -6.27740 5.99911  0.300
H52 -1.52561 -1.46030 -8.84049  0.427
H53 1.87025 3.45756 0.25395  0.540
C17 -0.45387 0.57837 -5.16443  -0.532
C18 -5.80450 7.43204 -2.07030  -1.915
H54 0.85424 3.78716 -4.84152  0.223
C19 -5.51394 -0.43090 0.22775  -1.280
C20 7.26162 2.39094 1.66829  -0.537
H55 -9.10731 0.42864 3.40996  0.416
C21 1.72596 4.35301 -4.51286  -2.026
H56 -1.64332 -1.19629 -3.60768  -0.135
C22 4.99658 -1.03785 6.63735  1.959
H57 -4.84305 -1.25246 2.12309  -0.053
C23 5.79631 -0.62545 7.87877  -2.121
C24 2.57565 -2.63909 5.16218  -0.937
H58 -3.28317 -1.80871 -4.79599  0.240
H59 -8.54852 3.84061 -3.14841  0.392
O4 0.90092 -4.49858 0.65426  0.179
C25 -1.97959 0.93356 -5.38789  0.016
H60 -6.43889 2.19253 -3.03752  0.576
C26 -1.48634 -0.06990 2.50410  -0.676
H61 5.88688 3.07769 -3.94969  -0.529
H62 3.61447 -5.42623 3.18273  0.400
H63 -5.22861 -3.13127 -0.48412  0.462
N4 3.69754 -1.52363 7.16448  0.297
H64 8.80415 -1.35812 1.71408  0.461
H65 -3.67883 -3.61336 5.03936  0.402
H66 2.22555 -2.96615 -2.76513  0.382
H67 5.23638 -0.12177 8.66672  0.449
H68 1.24354 -3.03148 7.33378  0.353
C27 -4.96387 3.76251 -3.03266  2.302
H69 5.29496 -0.94991 2.53234  -0.428
H70 -5.83537 0.55895 -0.09627  0.055
H71 2.52404 1.96798 -6.46177  0.326
H72 -3.58986 -7.51780 6.76735  0.496
C28 7.73015 0.96855 2.06307  -1.473
H73 -8.67544 -2.46583 3.09465  0.371
H74 -0.15436 -1.64141 -3.00805  -0.361
H75 1.70941 5.18215 -5.22022  0.528
H76 -9.08737 1.12883 1.76599  0.381
H77 4.11071 -3.10309 2.41472  0.113
H78 -7.48567 -1.65623 4.11953  0.424
C29 -3.63659 -4.67289 4.78698  -1.629
H79 -7.28416 4.21212 -4.26079  0.293
H80 5.27218 1.39848 -5.77661  0.212
H81 6.33402 1.89455 -7.05691  0.532
C30 -1.24881 -4.12973 3.93299  -1.055
H82 3.01257 -2.60291 -1.34307  0.029
C31 3.50116 0.34163 5.00008  1.184
H83 5.33269 -3.10549 6.14691  0.271
H84 8.50118 2.75293 -0.00392  0.469
C32 -3.12057 -4.51292 2.40953  -2.194
C33 -3.95123 2.94891 -2.19868  -2.667
C34 -7.07007 -1.39473 -1.51085  -2.205
H85 7.66878 -1.14832 -1.36840  0.358
H86 3.39988 1.35064 4.60039  0.846
H87 2.70332 -2.60260 1.51294  -0.112
H88 3.53819 -6.36567 -1.80971  0.388
H89 4.86536 1.83127 0.14282  -0.122
C35 5.30004 1.94988 -6.71644  -1.831
H90 0.30730 -5.25084 0.59670  0.170
H91 -2.20283 1.99568 -5.48868  0.562
C36 -0.31290 -0.52429 0.30879  -1.653
H92 5.36664 -1.99229 4.78051  0.027
C37 2.25806 -4.61551 -1.32482  1.830
C38 7.71621 -1.42321 1.69871  -1.865
H93 4.84823 0.74295 -1.31750  0.387
H94 -1.11777 -3.45115 3.09010  -0.042
H95 -1.25989 -3.51175 4.83081  0.113
C39 -2.15666 -1.26392 -6.70324  1.617
C40 1.38869 -1.21741 -5.23819  -1.624
O5 -8.95645 -2.02850 0.57719  -0.520
H96 1.98797 -4.94997 2.81450  0.158
H97 4.33230 -2.77861 0.71948  -0.166
H98 7.45094 2.60164 -2.48880  0.419
H99 -4.38894 0.49417 1.72682  -1.322
H100 4.59718 5.13195 -8.18152  0.401
C41 7.41605 1.57968 -2.11133  -2.360
C42 1.19351 -1.97047 7.08913  -2.147
C43 1.97960 8.07958 2.52667  -0.601
H101 8.46827 1.29703 -2.07906  0.600
H102 1.17874 -2.66731 -1.50169  0.064
O6 -4.20505 3.96365 2.92969  -0.535
H103 0.67390 2.99984 -1.83699  0.259
N5 -0.85507 -1.63698 -6.32146  0.623
C44 4.16769 4.39446 -3.99336  -1.681
H104 -3.29424 -3.43686 2.41681  0.209
H105 -4.80520 7.84455 -2.20940  0.386
H106 8.81534 0.90496 1.98295  0.462
C45 2.87442 -5.41442 2.38256  -1.752
C46 4.81327 3.36661 -6.70615  1.616
C47 -0.59352 0.51342 1.44337  3.821
H107 6.31080 -1.44374 8.38256  0.418
H108 2.78220 7.68657 3.15075  0.239
C48 4.52627 -5.22108 0.42653  -2.034
C49 -6.08433 -2.98873 0.17583  -1.542
H109 3.40611 -2.47979 4.47438  -0.664
H110 -3.26786 -1.23173 -8.46302  0.440
H111 3.93594 4.34843 -2.92928  0.466
C50 -5.88292 6.20433 -2.93278  1.651
C51 -6.65169 -1.50638 -0.01284  1.980
H112 -6.42095 3.05966 -1.57233  0.400
H113 -4.28048 2.88706 -1.16144  0.262
H114 -2.54294 0.12810 2.32384  -0.731
H115 -0.70535 1.91375 -1.73729  -0.260
C52 -3.28917 -1.93717 -5.87838  -1.779
H116 -1.33487 0.36352 3.49268  0.527
H117 -6.55091 8.19495 -2.29151  0.388
H118 4.52069 0.95660 6.78568  0.451
C53 3.56130 -5.27592 -1.81323  -1.606
H119 -4.61083 -0.51766 -0.37638  0.612
H120 0.42200 -0.34136 -0.47515  -0.097
H121 2.51977 8.77763 1.88710  0.223
C54 -7.71768 -0.71533 2.14942  2.032
C55 -7.70138 -1.97667 3.10027  -1.628
H122 -5.46629 4.19418 4.53281  0.407
H123 -2.39475 -4.65397 1.60866  0.212
C56 5.44171 -0.29576 1.67289  0.142
C57 -8.95000 0.21993 2.35176  -2.119
H124 -1.09169 -7.89486 6.55018  0.397
H125 5.86747 5.24960 -6.10207  0.369
H126 7.55398 -2.31940 1.09987  0.268
H127 3.93654 5.39751 -4.35194  0.500
O7 -1.35226 -6.81193 2.73255  -0.451
C58 5.88772 4.18302 -5.87826  -1.532
H128 2.40829 1.03946 0.69086  -0.342
N6 -2.37635 -6.46786 3.67058  0.437
C59 -0.10701 2.77612 0.15793  2.803
H129 -5.89607 7.08677 -1.04050  0.341
H130 -0.09093 4.81863 -0.70790  0.408
H131 -2.90386 3.24817 -2.23826  0.344
H132 -5.04437 2.49764 4.20186  0.165
H133 -2.40165 -2.81568 -8.34723  0.373
C60 -1.05927 -7.27852 5.65175  -1.603
C61 0.18039 2.26114 -1.20543  -1.196
H134 -6.96091 -2.76183 2.94754  0.204
H135 -3.90599 6.77928 0.86454  0.271
H136 -0.26405 0.93799 -4.15312  -0.571
H137 -7.44864 5.35985 -1.52801  0.348
H138 0.83580 1.39125 -1.16266  -0.252
H139 1.31703 -5.32743 -3.18723  0.410
H140 4.96430 0.61150 2.04310  0.296
H141 1.15300 8.58661 3.02441  0.256
C62 -4.63952 3.41780 -4.52044  -1.345
H142 1.11176 3.48864 1.83287  0.328
H143 6.57645 0.06392 7.55589  0.431
H144 5.79666 4.01390 -8.68922  0.408
H145 -2.57145 0.60984 -4.53173  -0.024
H146 6.88657 3.79896 -6.08537  0.482
C63 -0.73050 -1.69616 -3.93172  -0.899
H147 6.85565 0.95315 -2.80524  0.446
H148 -0.22141 -7.46202 4.97913  0.390
H149 2.48528 1.97344 -3.12821  -0.259
N7 3.44533 3.44781 -6.15803  0.248
H150 -1.55139 0.76180 -7.30115  0.359
H151 1.36937 -0.34203 5.07738  0.106
H152 -4.07038 1.89261 -2.43979  0.546
H153 -6.50148 7.24541 -4.89389  0.384
H154 -5.61890 5.80276 -5.06813  0.309
C64 3.00848 2.10474 -4.07538  -0.281
C65 -6.42508 3.21184 -2.65165  -1.426
C66 2.13723 -3.14930 -1.69426  -1.018
O8 -1.50166 3.21950 3.33251  -0.859
H155 -4.28414 -1.67637 -6.23910  0.437
H156 0.63993 6.68993 2.35064  0.291
N8 2.14889 -4.85778 0.14379  0.055
C67 3.28088 -4.60393 1.10840  1.900
H157 -0.36041 -4.75803 3.99693  0.143
C68 -0.65202 4.20483 -0.00326  -1.776
C69 -5.13672 -0.29786 1.68652  2.199
C70 1.75866 1.56697 1.38930  0.288
H158 7.89427 3.14334 2.13919  0.506
H159 -6.82627 -3.76483 -0.01206  0.400
H160 -4.09374 4.20462 -5.04115  0.452
H161 5.70642 -5.45162 -1.38085  0.475
C71 -2.67211 -8.72502 4.38229  -2.008
H162 3.95325 1.57721 -3.94423  -0.262
H163 3.47640 -2.08932 8.87261  0.364
C72 4.81547 -4.92610 -1.03716  -0.129
C73 0.86635 0.59992 2.14925  -1.225
H164 0.27747 1.09936 -5.78233  0.439
O9 -3.62534 5.75390 -2.45958  -0.354
H165 -1.76013 -7.21384 1.96203  0.322
C74 1.19076 2.91374 0.91019  -1.858
N9 -7.86285 -1.12672 0.75694  0.320
H166 1.34057 -0.38041 2.19585  0.022
O10 -2.30308 1.83272 0.34508  0.605
C75 -2.40606 -7.31255 4.88557  1.634
C76 -0.18299 -1.02682 -5.21023  1.976
H167 -1.39607 -1.15595 2.52540  -0.081
H168 1.29684 -6.43327 -2.01774  0.523
H169 5.00413 -3.86010 -1.16431  -0.134
C77 3.11355 3.53942 -4.68910  2.560
H170 2.39411 1.41514 -4.65426  -0.366
H171 -2.69343 -9.46951 5.17815  0.390
H172 5.37380 -5.00131 1.07576  0.406
C78 6.79121 1.49303 -0.70101  2.073
H173 1.79000 -1.16776 -4.22597  -0.050
C79 -6.45473 0.24464 2.42833  -2.090
C80 -7.30034 5.54278 -2.59227  -1.248
C81 2.46642 -1.62348 6.25574  2.178
H174 -6.72532 1.29973 2.38756  0.247
H175 7.57423 -1.73098 2.73467  0.275
H176 0.93565 0.74213 3.22771  -0.032
H177 3.72419 -0.15536 4.05596  -0.806
C82 -2.52717 -4.99131 3.72816  2.562
O11 -2.98339 7.02368 0.79165  -0.605
H178 -1.93745 -8.96419 3.61341  0.368
H179 -1.17447 2.66087 2.62746  -0.010
O12 -0.54233 -2.96464 -6.59443  -0.512
H180 -3.67277 -8.80022 3.95671  0.438
H181 -6.15020 0.13302 3.46896  0.471
H182 1.72905 -2.58582 4.47769  0.102
O13 2.42738 2.83197 -6.86894  -0.490
H183 -0.95788 -2.74711 -4.11036  0.532
C83 -3.51872 -5.39768 6.15716  -0.807

***

Entry 2:
Below is a molecular structure, C43H47GeN4PdSSe2 at a distorted geometry, with properties calculated with the ωB97M-V functional and the def2-TZVPD basis.

Output
max |F|	1.5	eV/Å
2S+1	2
energy relative to the best compared isomer or geometry (same formula, charge and spin)	2.2885	eV
E_HOMO (alpha / beta)	-0.20566 / -0.21293	Eh
HOMO-LUMO gap (alpha / beta)	0.15217 / 0.17144	hartree

Each line ends with the Löwdin spin population.
Geometry (Å):
C1 -3.25463 -5.47197 0.18950  0.000
C2 0.78659 -1.38530 -4.70015  0.003
H1 1.65523 -2.94365 1.74581  0.000
C3 -2.26677 1.24103 2.43868  0.024
H2 -3.30282 3.06719 2.04173  0.001
C4 2.99114 -0.68542 1.68825  -0.004
C5 1.44170 0.25606 -2.64785  0.006
C6 -0.45041 -3.09226 1.27930  0.011
C7 -3.15005 -0.04974 4.27906  0.000
S1 -1.87640 0.01507 -1.55019  0.072
Ge1 -0.82336 1.60571 1.09477  0.102
C8 -3.26665 2.17960 2.65527  0.005
H3 -0.52756 -4.27189 3.09445  0.001
H4 -1.86939 -1.48979 0.93046  0.009
H5 -4.98325 2.74120 3.79712  0.000
C9 -4.14672 0.89066 4.47603  0.001
C10 1.83853 0.61026 -3.93566  0.001
H6 3.23171 4.15626 4.54417  0.000
C11 -4.20898 2.00095 3.65216  0.001
C12 -2.43689 -4.69157 0.99043  -0.001
Se1 1.77900 1.39434 -1.17335  0.023
C13 -1.76971 5.34148 -0.75118  0.000
C14 -4.96617 -0.36070 -3.73918  0.001
H7 -3.63593 -6.21172 -1.78221  0.000
C15 -2.22954 0.12291 3.25911  0.003
H8 2.37932 1.53178 -4.08908  0.000
H9 -1.25986 6.28404 -0.89095  0.000
N1 0.78148 -0.86979 -2.37175  0.021
H10 -0.78173 1.51588 -3.24349  0.002
N2 1.75878 -0.40833 2.12128  0.101
C16 -0.71446 -3.24408 2.78890  0.007
H11 1.88630 3.16059 0.63552  0.000
C17 4.07340 -0.80535 2.56407  0.001
C18 -3.90514 2.46962 -3.96998  0.000
C19 -0.82037 -1.74932 0.74808  0.092
H12 5.04879 -1.04438 2.16928  -0.002
C20 1.01917 -3.45147 1.02267  0.003
C21 -1.15266 -4.08195 -0.92377  0.001
H13 -0.05427 4.41358 0.11553  0.000
C22 1.53049 -0.24327 -4.97511  0.001
H14 -1.73221 -2.96798 3.05001  0.000
C23 0.53576 2.59480 2.22113  0.020
H15 1.15755 3.20461 5.49767  0.000
C24 3.85588 -0.63396 3.91164  -0.002
H16 -1.45668 -0.61549 3.08532  0.001
H17 -4.10128 -1.78919 -1.51133  0.000
N3 -4.29437 0.05992 -2.52661  0.009
Pd1 0.37678 -0.24709 0.11953  0.501
H18 3.54915 4.14775 2.08962  0.000
H19 -3.68905 3.52139 -3.77439  0.000
H20 -1.42626 3.12137 -2.87912  0.000
C25 -1.96043 -4.86616 -1.72411  0.001
H21 -4.23704 -0.36327 -0.48728  0.000
C26 -1.71233 3.06195 0.03631  0.012
C27 -3.09883 5.20001 -1.11124  0.001
H22 1.17827 -4.52212 1.12936  0.000
C28 -4.58931 -0.81487 -1.41190  0.000
C29 0.35790 2.64648 3.59855  0.005
C30 -3.01450 -5.57483 -1.16813  -0.001
H23 -2.64151 -4.64558 2.04595  0.000
H24 0.48660 -2.06601 -5.48234  0.000
H25 -4.08683 -5.99707 0.63819  0.000
H26 -0.03558 -2.59968 3.34176  0.000
C31 -3.73201 3.98176 -0.92089  0.000
H27 -3.64510 6.03810 -1.52179  0.000
H28 -5.66867 -0.95266 -1.36819  0.000
H29 -1.36016 2.55177 -4.56565  0.000
C32 1.70107 3.15048 1.70612  0.004
H30 -3.54913 1.98353 -0.19940  0.000
C33 1.55903 -0.22625 3.41870  0.008
C34 0.43934 -1.64953 -3.38694  0.002
Se2 3.19652 -1.00662 -0.15092  -0.087
C35 2.57213 -0.33016 4.35246  0.004
H31 1.33147 -3.15341 0.02219  0.001
H32 -4.86369 0.77064 5.27657  0.000
H33 -4.84922 -1.44121 -3.86787  0.000
H34 2.35716 -0.19423 5.39941  0.001
H35 -6.03100 -0.13156 -3.66326  0.000
H36 1.86092 -0.02048 -5.97866  0.000
C36 -3.03976 2.92517 -0.35883  0.001
H37 -4.85413 2.22262 -3.50503  0.000
H38 -3.98467 2.33000 -5.05228  0.000
N4 -2.84329 1.66324 -3.41096  0.001
H39 -0.55415 2.25682 4.02977  0.000
H40 -0.15313 -2.52015 -3.14024  0.000
C37 -1.36146 -3.99696 0.44982  -0.001
H41 0.54917 0.00610 3.72604  0.001
C38 2.65917 3.71780 2.52745  0.000
H42 -1.78154 -4.92674 -2.79054  0.000
C39 2.47742 3.73040 3.89776  0.004
H43 -0.34138 -3.52250 -1.36442  0.001
C40 -1.53103 2.24948 -3.53108  0.003
C41 1.31688 3.19556 4.42913  0.000
H44 4.67143 -0.75402 4.61060  0.000
C42 -1.08490 4.28056 -0.18211  0.002
C43 -3.05541 0.63511 -2.56641  0.020
H45 -3.08700 -0.90907 4.93345  0.000
H46 -4.54484 0.12337 -4.61245  0.000
H47 -4.77296 3.86187 -1.19451  0.000